The following is a quantum chemistry calculation of a molecular structure, C23H19AlF6N2O2PSTe, from the OMol25 dataset.

Geometry (Å):
Al -1.613 1.052 -1.043
O 0.251 -1.487 -0.801
S 1.157 -0.399 -1.218
O 1.762 -0.524 -2.498
N 0.222 0.934 -1.109
C 0.811 2.232 -1.264
C 2.105 2.537 -1.590
C 2.519 3.887 -1.663
C 1.655 4.913 -1.415
C 0.309 4.626 -1.091
C -0.668 5.606 -0.822
C -1.955 5.236 -0.513
C -2.288 3.886 -0.491
N -1.396 2.933 -0.749
C -0.097 3.287 -1.030
C 2.389 -0.226 0.010
C 2.053 0.261 1.272
C 3.038 0.323 2.240
C 4.330 -0.104 1.942
C 4.648 -0.582 0.680
C 3.674 -0.645 -0.307
H 2.821 1.758 -1.812
H 3.548 4.097 -1.925
H 1.980 5.943 -1.475
H -0.393 6.653 -0.858
H -2.719 5.970 -0.301
H -3.296 3.566 -0.263
H 1.049 0.615 1.476
H 2.807 0.710 3.224
H 5.097 -0.055 2.704
H 5.655 -0.907 0.459
H 3.899 -1.009 -1.301
F -2.324 0.662 -2.618
P -4.234 0.839 -2.329
F -5.612 1.027 -1.700
F -3.909 2.350 -2.475
F -4.099 -0.669 -1.954
F -4.509 0.592 -3.810
F -3.394 1.081 -0.604
C -1.578 -3.666 -0.406
Te -2.015 -1.651 0.153
C -1.069 -2.053 2.001
C -0.871 -3.548 2.017
C -0.453 -4.169 3.188
C -0.233 -5.536 3.202
C -0.432 -6.286 2.050
C -0.865 -5.674 0.886
C -1.085 -4.300 0.868
H -0.840 -3.576 -1.202
H -2.495 -4.111 -0.789
H -1.696 -1.678 2.809
H -0.128 -1.501 1.983
H -0.301 -3.586 4.089
H 0.083 -6.018 4.117
H -0.261 -7.354 2.063
H -1.036 -6.265 -0.006

LUMO energy (spin up / spin down) = -6.8 / -8.8 eV
Kohn-Sham gap (spin up / spin down) = 7.740 / 5.756 eV
charge = +2
energy relative to the best compared isomer or geometry (same formula, charge and spin) = 0.000 eV
multiplicity = 2
<S²> = 0.7531

The following is a quantum chemistry calculation of a molecular structure, C19H21Br4CsN4O5S at a distorted geometry, from the OMol25 dataset.

Geometry (Å):
Cs -0.005 -0.310 -1.629
C -3.335 0.433 -0.138
O -2.799 0.965 -1.331
C -2.779 2.378 -1.340
C -1.980 2.880 -2.522
O -0.592 2.644 -2.440
C 0.103 3.528 -1.572
C 1.560 3.101 -1.466
O 1.816 2.065 -0.555
C 1.776 2.482 0.807
H -4.395 0.701 -0.041
H -3.227 -0.649 -0.186
H -2.783 0.811 0.729
H -3.805 2.772 -1.445
H -2.376 2.761 -0.393
H -2.319 2.380 -3.432
H -2.169 3.958 -2.640
H 0.057 4.544 -1.995
H -0.362 3.557 -0.581
H 1.902 2.746 -2.442
H 2.158 3.988 -1.202
H 2.498 3.295 0.966
H 0.776 2.795 1.116
H 2.051 1.614 1.401
N -2.840 3.650 3.860
C -1.988 2.964 2.979
S -1.439 3.909 1.656
N -1.739 1.743 3.408
N -0.800 1.046 2.623
C -0.471 -0.065 3.167
C 0.409 -1.085 2.587
C 0.497 -2.321 3.239
C 1.271 -3.326 2.684
C 1.954 -3.070 1.507
C 1.820 -1.806 0.945
N 1.066 -0.844 1.451
H -3.317 4.409 3.406
H -3.423 3.013 4.388
H -0.908 -0.338 4.132
H -0.060 -2.487 4.152
H 1.322 -4.301 3.154
H 2.544 -3.814 0.987
H 2.318 -1.598 0.009
Br 4.538 -5.951 -2.939
C 2.952 -4.964 -2.593
C 1.881 -5.552 -1.969
Br 1.954 -7.373 -1.426
C 0.715 -4.799 -1.726
Br -0.800 -5.558 -0.868
C 0.574 -3.453 -2.092
O -0.473 -2.768 -1.887
C 1.753 -2.804 -2.722
O 1.712 -1.562 -2.999
C 2.874 -3.607 -2.972
Br 4.332 -2.727 -3.812

LUMO energy = 3.7 eV
Kohn-Sham gap = 4.558 eV
charge = -2
energy relative to the best compared isomer or geometry (same formula, charge and spin) = 0.000 eV

The following is a quantum chemistry calculation of a molecular structure, C5H5N at a distorted geometry, from the OMol25 dataset.

Geometry (Å):
C 0.091 1.206 -0.309
C 0.766 0.302 0.669
C 1.673 0.135 -0.441
N -2.406 -1.711 0.070
C -1.564 -0.822 0.067
C -0.617 0.056 0.086
H -3.125 -1.685 0.793
H 0.081 2.021 -1.008
H 0.983 0.499 1.707
H 2.668 0.562 -0.398
H 1.449 -0.562 -1.235

LUMO energy = 1.1 eV
Kohn-Sham gap = 8.659 eV
energy relative to the best compared isomer or geometry (same formula, charge and spin) = 5.376 eV